{
  "formula": "C19H23KN3O5S",
  "method": "ωB97M-V/def2-TZVPD",
  "species": ["K", "C", "C", "C", "C", "C", "C", "C", "S", "O", "O", "N", "C", "C", "O", "O", "H", "H", "H", "H", "H", "H", "H", "H", "H", "C", "C", "N", "C", "C", "C", "O", "C", "C", "C", "C", "N", "C", "H", "H", "H", "H", "H", "H", "H", "H", "H", "H", "H", "H", "H", "H"],
  "coordinates": [[1.780374, -0.416864, -0.282275], [1.773888, 0.538678, -8.666388], [1.343455, 0.207971, -7.265757], [2.191208, 0.411071, -6.182958], [1.810726, 0.085080, -4.888389], [0.552332, -0.463715, -4.658531], [-0.306880, -0.676549, -5.731420], [0.088293, -0.338785, -7.016878], [0.078266, -0.957778, -3.010706], [0.654013, 0.156644, -2.222164], [-1.373859, -0.993717, -3.014146], [0.683367, -2.316851, -2.695955], [2.144127, -2.593386, -2.881394], [3.098988, -1.942001, -1.864819], [3.679146, -0.877053, -2.182977], [3.071050, -2.385869, -0.674028], [2.565064, 1.290853, -8.674933], [0.944481, 0.932958, -9.257768], [2.158753, -0.333230, -9.201925], [3.174839, 0.835982, -6.357959], [2.485015, 0.235766, -4.053689], [-1.286507, -1.093544, -5.542462], [-0.595196, -0.499470, -7.845266], [2.457901, -2.327331, -3.895260], [2.251772, -3.674512, -2.777154], [-1.066001, 0.911996, 6.842669], [-1.409333, 1.591132, 5.534122], [-2.338783, 0.829256, 4.705965], [-3.759503, 0.958482, 5.018135], [-4.424159, 2.109300, 4.292208], [-2.007155, 0.151777, 3.571047], [-2.839680, -0.374618, 2.856686], [-0.527423, -0.054779, 3.343864], [0.165204, -1.001137, 4.077283], [1.521378, -1.163430, 3.873252], [2.149870, -0.334649, 2.950180], [1.490878, 0.563190, 2.217775], [0.174017, 0.674198, 2.389535], [-0.392356, 1.538578, 7.429408], [-0.574317, -0.045347, 6.671600], [-1.948047, 0.726362, 7.457793], [-0.508223, 1.802589, 4.965436], [-1.871724, 2.567219, 5.716382], [-3.828918, 1.077178, 6.102831], [-4.242902, 0.014892, 4.765741], [-3.949160, 3.064746, 4.524917], [-5.471449, 2.190227, 4.586594], [-4.379748, 1.957052, 3.215406], [-0.355331, -1.618608, 4.800755], [2.103264, -1.903229, 4.403944], [3.216394, -0.415618, 2.777064], [-0.351410, 1.378894, 1.754609]],
  "forces_ev_per_angstrom": [[0.088, 0.486, 0.879], [0.059, 0.171, -0.223], [-0.047, -0.101, 0.117], [0.112, 0.062, -0.050], [-0.090, -0.077, 0.018], [0.033, -0.071, -0.405], [0.115, 0.020, 0.077], [-0.085, -0.010, -0.058], [0.203, 0.895, -0.145], [-0.912, 0.260, -0.710], [0.171, -0.109, 0.103], [0.948, -0.796, 0.201], [-0.622, -0.196, -0.175], [-0.308, 0.407, 0.633], [0.135, -0.161, -0.361], [0.376, -0.829, -0.581], [-0.002, -0.015, 0.054], [-0.024, -0.021, 0.036], [-0.018, -0.065, 0.083], [0.000, -0.004, 0.029], [0.005, -0.010, 0.017], [-0.025, -0.019, 0.037], [-0.001, 0.004, 0.001], [0.063, 0.085, -0.028], [-0.083, -0.010, 0.009], [0.065, -0.083, 0.275], [-0.217, 0.207, -0.283], [-0.083, 0.155, -0.075], [0.164, -0.243, 0.247], [-0.114, 0.191, -0.046], [0.235, -0.562, 0.293], [0.025, 0.229, -0.116], [-0.142, 0.315, -0.216], [-0.037, -0.243, 0.273], [0.271, 0.231, -0.234], [-0.234, -0.083, 0.127], [-0.057, 0.057, 0.152], [0.002, -0.053, 0.329], [0.027, 0.011, -0.024], [0.024, 0.010, -0.037], [-0.059, 0.009, -0.079], [0.092, -0.095, -0.051], [0.025, -0.040, 0.087], [-0.074, 0.070, -0.041], [-0.001, 0.058, -0.057], [0.059, -0.027, 0.015], [-0.023, -0.033, -0.022], [0.005, -0.040, -0.020], [-0.028, 0.027, -0.024], [-0.072, -0.039, 0.052], [0.009, 0.020, -0.050], [0.048, 0.055, -0.033]],
  "spin_multiplicity": 1,
  "total_charge": -1,
  "lumo_energy_ev": 2.011,
  "homo_lumo_gap_ev": 6.2
}